Molecular formula: C4H6S
Method: DFT, ωB97M-V with the def2-TZVPD basis set

ORCA input file:
```
! wB97M-V def2-TZVPD RIJCOSX def2/J DEFGRID3
* xyz 0 1
C 0.446 -1.357 -0.443
C -0.074 -0.363 0.407
C -0.521 0.968 -0.223
C -1.068 1.751 -0.872
H 1.255 -1.013 -0.835
H -0.283 -2.033 -0.989
H 0.806 -2.066 0.563
H -0.852 -0.690 0.976
H 1.178 1.965 0.940
H -2.019 2.516 -1.239
S 1.131 0.322 1.714
*
```

Properties
ΔE to the lowest compared entry with this formula, charge and spin ... 5.577 eV
E ... -15074.21591 eV
Largest force on an atom ... 10.7 eV/A
HOMO level ... -0.3397 Eh

Löwdin atomic charge list, values in e, 6 entries: number 1, C, carries -0.131; number 2, C, carries -0.761; number 3, C, carries -0.295; number 4, C, carries 0.032; number 5, H, carries 0.005; number 6, H, carries 0.120

---

Molecular formula: C20H49F3NO20S5
Method: DFT, ωB97M-V with the def2-TZVPD basis set

ORCA input file:
```
! wB97M-V def2-TZVPD RIJCOSX def2/J DEFGRID3
* xyz -1 1
N -34.391 -5.686 -33.740
H -35.030 -6.460 -33.616
H -34.799 -4.891 -34.213
H -33.562 -6.027 -34.306
H -33.741 -5.470 -32.968
C -31.531 -5.971 -33.256
O -32.361 -6.287 -32.304
O -32.049 -6.003 -34.468
O -30.287 -5.758 -33.131
O -32.189 -8.507 -36.275
S -33.364 -8.900 -35.551
O -34.601 -8.144 -35.497
O -33.804 -10.432 -36.018
C -33.615 -10.714 -37.407
C -34.810 -11.504 -37.902
C -32.801 -9.345 -33.841
H -32.676 -11.263 -37.487
H -33.560 -9.854 -38.078
H -35.725 -10.924 -37.800
H -34.891 -12.429 -37.327
H -34.607 -11.775 -38.940
H -33.656 -9.501 -33.191
H -32.185 -8.475 -33.595
H -32.124 -10.197 -33.861
O -38.378 -5.342 -35.809
S -37.249 -4.812 -36.533
O -36.087 -4.310 -35.841
O -36.690 -6.075 -37.400
C -37.626 -6.993 -37.994
C -36.759 -8.221 -38.363
C -37.577 -3.700 -37.910
H -38.075 -6.436 -38.820
H -38.389 -7.230 -37.253
H -35.929 -7.859 -38.971
H -37.341 -8.984 -38.874
H -36.282 -8.569 -37.447
H -38.330 -4.207 -38.511
H -36.644 -3.508 -38.430
H -37.978 -2.777 -37.493
O -36.504 -0.896 -33.928
S -36.577 -1.974 -32.978
O -35.588 -3.026 -32.967
O -36.729 -1.446 -31.431
C -36.580 -2.367 -30.352
C -37.051 -1.675 -29.055
C -38.234 -2.798 -33.285
H -35.586 -2.793 -30.254
H -37.382 -3.109 -30.417
H -38.121 -1.478 -29.096
H -36.512 -0.757 -28.820
H -36.880 -2.382 -28.244
H -38.184 -2.803 -34.371
H -39.101 -2.233 -32.953
H -38.178 -3.790 -32.842
O -32.988 -0.897 -38.216
S -33.440 -1.999 -37.401
O -34.834 -2.290 -37.172
O -32.701 -3.347 -37.954
C -33.350 -4.539 -38.317
C -33.258 -5.606 -37.223
C -32.630 -1.806 -35.784
H -32.962 -4.982 -39.236
H -34.416 -4.431 -38.550
H -33.554 -6.587 -37.590
H -33.830 -5.325 -36.343
H -32.219 -5.611 -36.885
H -31.741 -1.255 -36.073
H -32.404 -2.775 -35.339
H -33.360 -1.314 -35.146
O -37.166 -6.595 -32.213
S -38.063 -7.714 -32.341
O -37.583 -8.934 -32.914
O -38.758 -8.021 -30.876
C -38.669 -7.028 -29.851
C -38.767 -7.653 -28.475
C -39.551 -7.089 -33.235
H -39.584 -6.457 -30.069
H -37.827 -6.360 -30.034
H -39.656 -8.213 -28.197
H -38.523 -6.852 -27.775
H -37.953 -8.375 -28.360
H -39.349 -6.963 -34.298
H -39.706 -6.091 -32.834
H -40.324 -7.845 -33.123
C -34.924 -6.219 -30.089
C -35.067 -6.860 -28.730
O -34.569 -6.070 -27.641
C -35.282 -5.005 -27.297
O -36.287 -4.701 -27.888
C -34.682 -4.278 -26.095
F -35.313 -3.160 -25.782
F -34.761 -5.130 -25.054
F -33.375 -4.061 -26.232
H -33.861 -6.157 -30.354
H -35.417 -5.306 -30.418
H -35.202 -6.961 -30.842
H -34.524 -7.795 -28.842
H -36.097 -7.022 -28.402
*
```

Properties
ΔE to the lowest compared entry with this formula, charge and spin ... 0.000 eV
E ... -126301.37017 eV
Largest force on an atom ... 3.1 eV/A
HOMO level ... -0.1088 Eh

Löwdin atomic charge list, values in e, 6 entries: number 1, N, carries 0.227; number 2, H, carries 0.086; number 3, H, carries 0.053; number 4, H, carries 0.022; number 5, H, carries 0.072; number 6, C, carries -0.915

---

Molecular formula: C2H4P2
Method: DFT, ωB97M-V with the def2-TZVPD basis set

ORCA input file:
```
! wB97M-V def2-TZVPD RIJCOSX def2/J DEFGRID3
* xyz 0 1
C 1.618 -0.085 -0.635
C -0.355 1.079 0.299
P 0.750 1.361 -1.199
P 0.683 -0.388 0.875
H 2.553 -0.598 -1.055
H -0.440 1.828 1.031
H -1.275 0.668 0.169
H -0.817 -1.643 -0.029
*
```

Properties
ΔE to the lowest compared entry with this formula, charge and spin ... 2.705 eV
E ... -20712.09581 eV
Largest force on an atom ... 3.3 eV/A
HOMO level (alpha / beta) ... -0.3154 / -0.3154 Eh

Löwdin atomic charge list, values in e, 6 entries: number 1, C, carries -0.731; number 2, C, carries -0.730; number 3, P, carries 0.787; number 4, P, carries 0.696; number 5, H, carries 0.011; number 6, H, carries -0.006

---

Molecular formula: C13H10FN3O2
Method: DFT, ωB97M-V with the def2-TZVPD basis set

ORCA input file:
```
! wB97M-V def2-TZVPD RIJCOSX def2/J DEFGRID3
* xyz 0 1
C -1.936 0.845 -1.413
N -2.702 -0.500 -0.599
O -2.896 -1.406 -1.436
O -3.029 -0.562 0.590
C -1.736 2.014 -0.450
C -1.403 1.921 0.919
C -1.083 3.106 1.605
C -0.964 4.305 0.911
C -0.496 5.503 1.615
N -0.163 6.494 2.147
C -1.073 4.326 -0.476
C -1.461 3.189 -1.136
H -2.689 1.065 -2.219
H -1.420 0.952 1.432
H -0.781 3.093 2.643
H -0.705 5.155 -1.038
H -1.559 3.138 -2.216
F -0.808 0.398 -1.992
N 1.257 -3.285 -0.628
C 2.474 -2.942 -1.003
C 3.566 -3.710 -0.551
C 3.304 -4.655 0.445
C 2.048 -4.698 1.076
C 1.031 -3.876 0.538
H 2.576 -2.061 -1.660
H 4.596 -3.511 -0.920
H 4.128 -5.301 0.817
H 1.857 -5.298 1.986
H 0.065 -3.698 1.013
*
```

Properties
ΔE to the lowest compared entry with this formula, charge and spin ... 0.000 eV
E ... -24920.71022 eV
Largest force on an atom ... 3.3 eV/A
HOMO level ... -0.3374 Eh

Löwdin atomic charge list, values in e, 6 entries: number 1, C, carries -0.135; number 2, N, carries -0.268; number 3, O, carries 0.038; number 4, O, carries 0.046; number 5, C, carries -0.146; number 6, C, carries 0.012

---

Molecular formula: C6H14N2O2
Method: DFT, ωB97M-V with the def2-TZVPD basis set

ORCA input file:
```
! wB97M-V def2-TZVPD RIJCOSX def2/J DEFGRID3
* xyz 0 1
C -0.930 -1.668 -0.223
C -0.153 -0.061 -3.567
C -1.121 -0.837 -1.462
O -2.079 -0.109 -1.638
N -0.099 -0.878 -2.360
H -1.117 -0.971 0.599
H 0.693 -1.489 -2.269
H 0.551 -0.481 -4.283
H -1.588 -2.499 -0.010
H 0.079 -2.081 -0.154
H -1.169 -0.005 -3.922
H 0.191 0.959 -3.371
C 1.179 -0.560 3.030
C -0.010 2.163 0.697
C 0.267 1.470 2.000
O -0.175 1.873 3.058
N 1.058 0.364 1.902
H 1.105 -0.059 0.988
H 0.452 -0.273 3.789
H -0.123 3.241 0.827
H 1.039 -1.559 2.670
H 2.156 -0.431 3.502
H 0.763 2.016 -0.056
H -0.970 1.876 0.255
*
```

Properties
ΔE to the lowest compared entry with this formula, charge and spin ... 0.718 eV
E ... -13524.90598 eV
Largest force on an atom ... 1.3 eV/A
HOMO level ... -0.3565 Eh

Löwdin atomic charge list, values in e, 6 entries: number 1, C, carries -0.004; number 2, C, carries -0.068; number 3, C, carries -0.566; number 4, O, carries 0.045; number 5, N, carries -0.001; number 6, H, carries 0.079

---

Molecular formula: C4H7NO2
Method: DFT, ωB97M-V with the def2-TZVPD basis set

ORCA input file:
```
! wB97M-V def2-TZVPD RIJCOSX def2/J DEFGRID3
* xyz 0 1
C -0.347 -1.763 1.207
C -0.689 0.445 -0.466
C -0.915 1.818 -0.858
O -2.014 2.321 -1.018
C 0.550 -0.075 -0.212
O 0.754 -1.191 0.511
N 1.731 0.419 -0.677
H 0.060 -2.304 2.064
H -0.997 -0.950 1.542
H -0.903 -2.439 0.549
H -1.556 -0.163 -0.239
H -0.005 2.464 -0.955
H 1.733 1.278 -1.202
H 2.598 0.140 -0.246
*
```

Properties
ΔE to the lowest compared entry with this formula, charge and spin ... 1.599 eV
E ... -9845.68020 eV
Largest force on an atom ... 0.5 eV/A
HOMO level ... -0.3169 Eh

Löwdin atomic charge list, values in e, 6 entries: number 1, C, carries -0.060; number 2, C, carries -0.037; number 3, C, carries -0.317; number 4, O, carries -0.001; number 5, C, carries -0.402; number 6, O, carries -0.058